one:
Formula: C9H14
Source: the OMol25 dataset
Level of theory: the ωB97M-V functional and the def2-TZVPD basis

Last column: Löwdin charge in e.
Positions of all 23 atoms, in Å:
C 2.697 0.201 0.817  -0.110
C 0.319 -0.387 -2.072  -0.192
C -0.448 -1.489 -1.622  -0.205
C 1.295 0.155 -1.204  -0.182
C 1.563 -0.382 0.034  -0.383
C -0.212 -2.047 -0.382  -0.198
C 0.802 -1.477 0.490  -0.143
H -0.044 0.043 -2.999  0.040
H -1.150 -1.920 -2.331  0.070
H 1.796 1.089 -1.467  0.078
H -0.679 -3.008 -0.182  0.054
H 2.891 -0.242 1.799  0.055
H 2.607 1.286 0.960  0.061
H 1.105 -2.088 1.335  0.050
H 3.662 0.098 0.306  0.061
C -1.523 1.820 0.766  -0.184
C -2.547 0.715 0.880  -0.181
H -2.035 2.752 0.501  0.053
H -0.921 1.899 1.679  0.058
H -0.741 1.688 0.023  0.045
H -3.125 0.704 -0.049  0.059
H -2.070 -0.259 1.010  0.047
H -3.244 0.848 1.708  0.048

Net charge ... -1
Spin multiplicity ... 2
<S²> ... 0.761
HOMO level (alpha / beta) ... 0.88 / -3.41 eV
Orbital gap (alpha / beta) ... 3.25 / 7.41 eV

=====

two:
Formula: C9H14
Source: the OMol25 dataset
Level of theory: the ωB97M-V functional and the def2-TZVPD basis

Last column: Löwdin charge in e.
Positions of all 23 atoms, in Å:
C 1.910 0.037 -0.344  -0.159
C 0.354 0.161 1.394  -0.187
C 1.115 -0.721 0.647  -0.393
C -0.323 -0.559 2.423  -0.188
C -0.173 -1.928 2.784  -0.149
C 1.446 -2.093 0.878  -0.122
C 0.694 -2.716 1.888  -0.198
H 0.281 1.280 1.058  0.087
H -1.036 0.021 3.030  0.060
H 1.406 0.213 -1.271  0.039
H 2.786 -0.685 -0.628  0.085
H -0.593 -2.586 3.525  0.053
H 2.190 -2.576 0.331  0.050
H 0.810 -3.741 2.051  0.016
H 2.367 0.938 0.000  0.032
C -1.807 1.518 -1.571  -0.179
C -1.499 2.179 -2.949  -0.174
H -1.431 2.066 -0.666  0.059
H -2.901 1.324 -1.370  0.069
H -1.364 0.499 -1.537  0.057
H -2.222 1.926 -3.602  -0.003
H -0.430 2.167 -3.351  0.083
H -1.581 3.274 -2.719  0.060

Net charge ... -1
Spin multiplicity ... 2
<S²> ... 0.760
HOMO level (alpha / beta) ... 1.06 / -3.62 eV
Orbital gap (alpha / beta) ... 2.51 / 7.11 eV

=====

three:
Formula: C9H14
Source: the OMol25 dataset
Level of theory: the ωB97M-V functional and the def2-TZVPD basis

Last column: Löwdin charge in e.
Positions of all 23 atoms, in Å:
C 1.212 -3.315 -0.283  -0.195
C 0.020 -3.714 0.559  -0.179
H 1.507 -4.158 -0.915  0.055
H 1.088 -2.477 -0.978  0.056
H 2.050 -3.032 0.373  0.064
H -0.573 -4.321 -0.133  0.059
H -0.380 -2.855 1.096  0.071
H 0.325 -4.513 1.237  0.053
C 1.744 1.733 -0.731  -0.146
C -1.438 2.996 0.981  -0.208
C -2.394 2.115 0.486  -0.211
C -0.068 2.862 0.731  -0.129
C 0.426 1.736 -0.029  -0.375
C -1.884 0.979 -0.274  -0.173
C -0.517 0.808 -0.417  -0.176
H -1.804 3.767 1.640  0.061
H -3.408 2.478 0.351  0.043
H 0.647 3.690 0.772  0.065
H -2.554 0.169 -0.561  0.052
H 1.607 1.919 -1.819  0.046
H 2.312 0.779 -0.731  0.058
H -0.333 -0.206 -0.790  0.073
H 2.414 2.560 -0.567  0.039

Net charge ... -1
Spin multiplicity ... 2
<S²> ... 0.763
HOMO level (alpha / beta) ... 0.87 / -3.13 eV
Orbital gap (alpha / beta) ... 2.64 / 6.61 eV

=====

four:
Formula: C9H14
Source: the OMol25 dataset
Level of theory: the ωB97M-V functional and the def2-TZVPD basis

Last column: Löwdin charge in e.
Positions of all 23 atoms, in Å:
C 2.996 1.036 -1.648  -0.172
C 4.173 2.015 -1.739  -0.185
H 2.395 1.106 -2.552  0.059
H 3.402 0.033 -1.528  0.063
H 2.307 1.262 -0.836  0.050
H 5.089 1.576 -1.334  0.051
H 4.383 2.346 -2.750  0.049
H 4.051 2.898 -1.108  0.054
C -3.527 -1.373 2.320  -0.114
C -0.422 -0.284 -0.426  -0.208
C -0.310 0.122 0.923  -0.201
C -1.492 -1.010 -0.926  -0.180
C -1.333 -0.270 1.817  -0.159
C -2.585 -1.250 0.001  -0.162
C -2.418 -0.996 1.369  -0.384
H 0.386 -0.126 -1.138  0.053
H 0.672 0.443 1.243  0.041
H -1.566 -1.235 -1.981  0.056
H -1.362 -0.020 2.876  0.071
H -3.393 -1.868 -0.393  0.053
H -3.633 -2.456 2.451  0.059
H -4.523 -0.988 2.056  0.057
H -3.288 -0.961 3.303  0.048

Net charge ... -1
Spin multiplicity ... 2
<S²> ... 0.760
HOMO level (alpha / beta) ... 0.92 / -3.40 eV
Orbital gap (alpha / beta) ... 2.47 / 6.74 eV

=====

Order of stability, best first: one, four, three, two

=====

one:
Formula: C3H15NO4
Source: the OMol25 dataset
Level of theory: the ωB97M-V functional and the def2-TZVPD basis

Last column: Löwdin charge in e.
Positions of all 23 atoms, in Å:
C -0.358 -2.057 2.118  -0.051
C -0.478 -1.425 0.716  -0.447
N 0.831 -1.135 0.145  0.035
C -1.408 -0.222 0.692  -0.227
O -1.375 0.555 -0.497  -0.078
H -1.338 -2.052 2.595  0.076
H -0.002 -3.068 1.949  0.074
H 0.343 -1.450 2.680  0.078
H -0.940 -2.161 0.035  0.128
H 1.640 -1.625 0.491  0.073
H 1.043 -0.140 0.076  0.039
H -2.418 -0.567 0.888  0.124
H -1.033 0.467 1.413  0.105
H -1.446 -0.034 -1.250  0.070
O 0.401 -0.143 -3.004  -0.061
H 0.509 -0.785 -2.286  0.005
H -0.457 -0.367 -3.381  0.032
O -0.550 2.788 0.725  -0.067
H -0.064 2.573 -0.078  0.027
H -1.430 2.416 0.600  0.019
O 2.474 1.214 -0.459  -0.051
H 2.799 1.235 0.450  0.052
H 2.936 0.444 -0.808  0.044

Net charge ... 0
SMILES ... C[C@H](N)CO.O.O.O
HOMO level ... -9.30 eV
Orbital gap ... 9.85 eV

=====

two:
Formula: C3H15NO4
Source: the OMol25 dataset
Level of theory: the ωB97M-V functional and the def2-TZVPD basis

Last column: Löwdin charge in e.
Positions of all 23 atoms, in Å:
C -1.064 2.880 -0.311  -0.061
C 0.142 1.988 0.066  -0.428
N 0.240 0.975 -1.014  0.039
C 0.020 1.397 1.463  -0.195
O 1.220 0.660 1.847  -0.097
H -1.109 2.865 -1.395  0.072
H -2.000 2.470 0.078  0.076
H -0.929 3.852 0.164  0.075
H 1.014 2.629 -0.097  0.139
H -0.408 0.218 -0.802  0.052
H 1.147 0.515 -1.039  0.061
H -0.067 2.112 2.268  0.125
H -0.769 0.678 1.373  0.097
H 1.742 0.506 1.052  0.063
O 1.052 -2.986 -1.837  -0.047
H 1.168 -2.862 -0.893  0.004
H 1.115 -2.142 -2.293  0.041
O 0.334 -1.720 0.840  -0.057
H 0.295 -2.621 1.184  0.076
H -0.168 -1.173 1.444  0.039
O -1.871 -2.009 -0.870  -0.073
H -0.957 -2.116 -0.586  -0.039
H -1.967 -2.705 -1.528  0.039

Net charge ... 0
SMILES ... C[C@H](N)CO.O.O.O
HOMO level ... -9.77 eV
Orbital gap ... 10.13 eV

=====

Order of stability, best first: one, two